{
  "formula": "C7H10",
  "method": "ωB97M-V with the def2-TZVPD basis set",
  "species": ["C", "C", "C", "C", "C", "C", "C", "H", "H", "H", "H", "H", "H", "H", "H", "H", "H"],
  "positions_angstrom": [[0.79087, -0.96926, 0.05527], [-0.16779, 0.54799, 1.28028], [1.24645, 0.02637, 1.07851], [-1.84458, -0.57988, -0.49070], [0.37478, 0.84380, -1.06555], [1.58906, 0.21366, -0.39994], [-0.47071, -0.05284, -0.11941], [-2.10758, -0.35113, -1.53029], [0.28170, 0.52594, -2.10995], [-2.63042, -0.17614, 0.15707], [2.62018, 0.21894, -0.73716], [-1.86383, -1.67110, -0.38341], [0.23637, 1.93188, -0.99712], [0.92886, -2.03835, -0.04555], [2.02612, -0.10291, 1.82154], [-0.68825, 0.00436, 2.07628], [-0.32123, 1.62864, 1.41014]],
  "forces_ev_per_angstrom": [[0.0, -0.4, 0.0], [-0.1, 0.1, 0.0], [0.2, 0.0, 0.3], [0.0, 0.0, 0.0], [-0.1, 0.1, -0.1], [0.3, 0.1, -0.1], [-0.3, 0.0, -0.1], [0.1, 0.0, 0.2], [0.0, 0.0, 0.2], [0.1, 0.0, -0.1], [-0.2, 0.0, 0.1], [-0.1, 0.2, 0.0], [0.0, -0.2, 0.0], [0.1, 0.1, 0.0], [-0.1, 0.0, -0.1], [0.1, 0.0, -0.1], [0.0, -0.2, -0.1]],
  "multiplicity": 1,
  "homo_ev": -9.30,
  "smiles": "C[C@]12C[C@@H]3[C@H](C1)[C@@H]32",
  "gap_ev": 10.393
}